i:
Below is 3 unconnected molecules or ions with the total composition C5H11NOS, with properties calculated with wB97M-V/def2-TZVPD.

Geometry (Å):
C -2.2678 -1.5675 0.8629
C 0.7780 1.7712 0.3322
C -2.1233 -0.9678 -0.3049
C -3.3143 -0.4372 -1.1239
C 4.0765 -0.3803 -0.0382
N 4.9816 0.0091 -0.8224
O -0.7304 3.1296 1.5378
S -0.8089 1.9142 0.6722
H -1.4866 -1.8162 1.5202
H -3.2127 -1.7397 1.3653
H 1.2823 2.4712 0.9150
H 1.3051 1.1385 -0.3459
H -3.3454 0.6417 -0.7555
H -3.1432 -0.7371 -2.1964
H -4.2061 -0.9330 -0.6896
H 4.4438 -1.1207 0.7490
H -1.1534 -0.9448 -0.6760
H 3.0704 -0.0020 -0.3542
H 5.8548 -0.4291 -0.6474

The value obtained for the HOMO-LUMO gap is 9.01 eV.

ii:
Below is a single C5H11NOS molecule, with properties calculated with wB97M-V/def2-TZVPD.

Geometry (Å):
C -1.8690 -1.0252 -1.4546
S -2.0435 -0.1565 0.2470
C -0.3613 -0.1616 0.9434
C 0.7282 -1.0883 0.4589
C 1.1078 -0.0503 -0.6519
N 2.5833 0.1698 -0.6986
C 0.2945 1.0913 0.3356
O 1.3462 1.6848 1.0592
H -1.2018 -1.8251 -1.5505
H -1.4711 -0.3490 -2.2803
H -2.7107 -1.5669 -1.8996
H -0.6442 -0.2992 2.0410
H 0.6225 -2.1801 0.2021
H 1.4111 -1.1534 1.3612
H 0.8700 -0.1430 -1.6784
H 3.1619 -0.5064 -0.3480
H 2.7577 0.4406 -1.7510
H -0.4518 1.7956 -0.0962
H 2.0980 1.0295 0.6757

The value obtained for the HOMO-LUMO gap is 9.14 eV. The SMILES is CS[C@H]1C[C@H](N)[C@@H]1O.

iii:
Below is a single C5H11NOS molecule, with properties calculated with wB97M-V/def2-TZVPD.

Geometry (Å):
C 1.3030 -0.3989 0.7663
C 0.0780 0.3499 0.2165
C -0.2673 0.6206 -1.0145
C 0.4279 0.5847 -2.2818
C -1.6020 1.3059 -1.1172
N 0.2158 -1.4195 2.9380
O -0.1991 -2.5150 0.7190
S 0.8604 -2.0781 1.5078
H 1.9855 -0.3844 -0.1395
H 1.8949 0.1869 1.5899
H -0.6124 0.6221 0.9962
H -0.8021 -1.5762 3.3569
H 1.4239 0.1830 -2.3114
H 0.5992 1.6607 -2.4272
H -0.2663 0.0627 -3.0392
H -2.3500 0.5257 -1.2255
H -1.7729 1.8654 -1.9827
H -1.9074 1.7339 -0.2068
H 0.9907 -1.3295 3.6555

The value obtained for the HOMO-LUMO gap is 9.16 eV.

iv:
Below is a single C5H11NOS molecule, with properties calculated with wB97M-V/def2-TZVPD.

Geometry (Å):
C 2.9851 0.7872 0.2860
O 1.7257 0.4078 -0.2137
C 1.3910 -0.9122 0.1704
S -0.2311 -1.3738 -0.4422
C -1.2750 -0.4534 0.6690
C -2.6066 0.0045 0.1651
C -1.5578 1.0191 0.4288
N -0.9780 1.7741 -0.6503
H 3.8002 0.1239 -0.1007
H 3.0331 0.7522 1.3868
H 3.2017 1.8006 -0.0636
H 1.3999 -1.0395 1.2539
H 2.1290 -1.6143 -0.2798
H -1.2211 -0.8126 1.7062
H -2.8618 -0.2101 -0.8942
H -3.4811 -0.0514 0.8248
H -1.6683 1.6031 1.3516
H -1.2361 1.3624 -1.5475
H 0.0225 1.7128 -0.6154

The value obtained for the HOMO-LUMO gap is 9.62 eV. The SMILES is COCS[C@@H]1C[C@@H]1N.

Which of them is most stable? Easy: iv.

i:
Below is a single C5H11NOS molecule, with properties calculated with wB97M-V/def2-TZVPD.

Geometry (Å):
C 1.7172 0.0653 1.6796
N 0.2812 -0.2082 1.7111
C -0.5457 0.5331 0.8006
C -0.6002 -0.3655 -0.5127
C 0.7265 -0.0552 -1.3082
C -1.8364 0.0603 -1.4161
O -0.7156 -1.6150 -0.2290
S -0.3140 -1.6858 1.8329
H 2.1239 -0.1635 2.6411
H 2.1193 -0.4572 0.7876
H 1.8154 1.1224 1.4158
H -0.1584 1.5254 0.6843
H -1.4985 0.5860 1.3298
H 1.1198 0.9709 -1.1490
H 0.5548 -0.0084 -2.3506
H 1.5648 -0.8061 -1.0699
H -1.6570 1.1358 -1.5804
H -2.9227 -0.1085 -1.0338
H -1.7742 -0.5258 -2.2330

The value obtained for the HOMO-LUMO gap is 8.35 eV. The SMILES is CN1CC(C)(C)OS1.

ii:
Below is a single C5H11NOS molecule, with properties calculated with wB97M-V/def2-TZVPD.

Geometry (Å):
C -0.6889 2.8931 -0.3863
C -0.6072 1.8522 0.7217
N -0.0076 0.5509 0.1320
C -0.5418 -0.6600 0.2964
O -1.3443 -0.8780 1.1891
C -0.1038 -1.6961 -0.7883
C 1.1806 -2.3024 -0.4517
S 1.0522 -3.3078 1.1446
H -1.6872 3.2646 -0.1123
H 0.0778 3.7223 -0.1884
H -0.7208 2.4841 -1.4444
H 0.0788 2.1930 1.5629
H -1.6943 1.8498 1.2554
H 0.8013 0.7441 -0.4336
H -1.0320 -2.3546 -0.9406
H -0.2042 -1.2289 -1.8219
H 1.9741 -1.4905 -0.4939
H 1.5588 -3.1291 -1.2094
H 1.9085 -2.5068 1.9688

The value obtained for the HOMO-LUMO gap is 9.53 eV. The SMILES is CCNC(=O)CCS.

Which of them is most stable? Easy: ii.

i:
Below is a single C4H3N molecule, with properties calculated with wB97M-V/def2-TZVPD.

Geometry (Å):
C -0.6711 1.4182 0.1278
C 0.4367 0.9391 0.3017
C 1.2266 -0.2332 0.2544
C 0.2877 -1.0826 -0.1713
N -0.8402 -1.2224 -0.6507
H -1.1262 2.3809 0.3041
H 2.2315 -0.1952 0.3564
H -1.5449 -2.0048 -0.5224

The value obtained for the HOMO-LUMO gap is 7.83 eV. The SMILES is C#CC=C=N.

ii:
Below is 2 unconnected molecules or ions with the total composition C4H3N, with properties calculated with wB97M-V/def2-TZVPD.

Geometry (Å):
C 1.4486 -0.2327 -0.0207
C -0.6409 0.9232 0.0617
C 0.7117 0.9361 0.0958
C 0.3024 -0.9054 0.1208
N -0.9051 -0.3811 0.1196
H 2.3965 -0.6336 0.0935
H -1.2327 1.8133 -0.0076
H -2.0806 -1.5197 -0.4633

The value obtained for the HOMO-LUMO gap (alpha / beta) is 7.02 / 7.51 eV.

Which of them is most stable? Easy: i.

i:
Below is a single C4H3N molecule, with properties calculated with wB97M-V/def2-TZVPD.

Geometry (Å):
C 0.6509 -1.9003 -0.0570
C 0.0963 -0.8348 -0.0861
C -0.6167 0.4464 -0.0416
C 0.2884 1.5947 0.1034
N 0.9808 2.5124 0.2206
H 1.1356 -2.8508 -0.0110
H -1.3062 0.4417 0.8108
H -1.2291 0.5907 -0.9392

The value obtained for the HOMO-LUMO gap is 11.53 eV. The SMILES is C#CCC#N.

ii:
Below is a single C4H3N molecule, with properties calculated with wB97M-V/def2-TZVPD.

Geometry (Å):
C 0.1667 -0.2120 1.8589
C 0.0146 -0.0460 0.6760
C -0.4353 0.3415 -0.6785
C 0.4921 -0.2664 -1.6550
N 1.4206 -0.9287 -1.4995
H 0.1699 -0.2656 2.9297
H -0.3899 1.4271 -0.7795
H -1.4387 -0.0499 -0.8520

The value obtained for the HOMO-LUMO gap is 10.93 eV. The SMILES is C#CCC#N.

Which of them is most stable? Easy: i.

i:
Below is 2 unconnected molecules or ions with the total composition C2H3BrO, with properties calculated with wB97M-V/def2-TZVPD.

Geometry (Å):
C 1.6315 -0.0084 1.3330
C -2.0513 -0.2070 0.6032
O 2.6401 -0.5480 0.9627
Br -3.0476 0.5590 -0.7461
H 0.5559 -0.2358 1.1000
H 1.6002 1.0251 1.7561
H -1.4931 0.5172 1.1308

The value obtained for the HOMO-LUMO gap (alpha / beta) is 7.97 / 7.97 eV.

ii:
Below is a single C2H3BrO molecule, with properties calculated with wB97M-V/def2-TZVPD.

Geometry (Å):
O -0.1447 -1.7842 0.5882
C -0.0038 -0.9070 -0.2279
C -0.1858 0.5589 0.2017
Br 1.0479 1.7753 -0.7671
H 0.3667 -1.2064 -1.2755
H -1.2167 1.0420 0.1289
H 0.1365 0.5214 1.3517

The value obtained for the HOMO-LUMO gap is 10.73 eV. The SMILES is O=CCBr.

iii:
Below is 2 unconnected molecules or ions with the total composition C2H3BrO, with properties calculated with wB97M-V/def2-TZVPD.

Geometry (Å):
C 0.1193 -1.0682 -0.2187
C -0.3588 -0.5038 0.8175
O -0.3195 1.8568 0.4251
Br 0.6176 2.2229 -0.9557
H -0.1185 -2.1227 -0.4512
H 0.7125 -0.6365 -1.0380
H -0.6526 0.2516 1.4211

The value obtained for the HOMO-LUMO gap (alpha / beta) is 6.71 / 6.69 eV.

iv:
Below is 2 unconnected molecules or ions with the total composition C2H3BrO, with properties calculated with wB97M-V/def2-TZVPD.

Geometry (Å):
C -0.2491 -0.8052 -0.4715
C 0.3929 0.2599 0.3568
O -0.6293 -0.4201 0.8159
Br 1.9202 0.8667 1.3115
H -0.8180 -0.2516 -1.2590
H -0.0394 -1.9132 -0.5873
H -0.5771 2.2634 -0.1664

The value obtained for the HOMO-LUMO gap (alpha / beta) is 7.88 / 9.63 eV.

Which of them is most stable? Easy: ii.

i:
Below is 2 unconnected molecules or ions with the total composition C9H14S, with properties calculated with wB97M-V/def2-TZVPD.

Geometry (Å):
C 0.4785 1.4930 1.2845
C -0.8316 1.0327 0.9230
C -1.1665 0.3862 -0.3104
C -2.4694 -0.0901 -0.5467
C -3.5099 0.1299 0.2967
C -3.1467 0.7777 1.5240
C -1.9023 1.1556 1.9024
H 0.6302 2.4628 1.7499
H 1.2087 1.6044 0.4282
H 0.9712 0.7441 1.9170
H -0.4574 0.2654 -1.0709
H -2.6768 -0.6656 -1.4358
H -4.5067 -0.0160 0.1877
H -4.0258 0.8195 2.1893
H -1.5599 1.3477 2.9051
C 1.9604 -1.4470 -0.5769
C 3.1376 -1.4731 -1.5653
S 2.8659 -1.0549 -3.3039
H 1.2145 -2.1556 -0.7083
H 1.4848 -0.5643 -0.2189
H 2.5548 -1.7207 0.4897
H 3.8330 -0.6612 -1.2433
H 3.7457 -2.4630 -1.6711
H 2.1676 0.0925 -3.1462

The value obtained for the HOMO-LUMO gap is 9.69 eV. The SMILES is Cc1ccccc1.CCS.

ii:
Below is 2 unconnected molecules or ions with the total composition C9H14S, with properties calculated with wB97M-V/def2-TZVPD.

Geometry (Å):
C 0.6875 1.4731 -2.5659
C 1.1943 0.7730 -1.3391
C 2.2871 -0.0785 -1.3757
C 2.7981 -0.6529 -0.2097
C 2.2016 -0.3359 0.9995
C 1.1815 0.6107 1.0588
C 0.6787 1.1807 -0.1012
H -0.3217 1.1423 -2.8193
H 1.3064 1.3420 -3.4557
H 0.6712 2.5570 -2.4286
H 2.7977 -0.2070 -2.3267
H 3.6018 -1.3667 -0.3190
H 2.6078 -0.7491 1.9239
H 0.7069 0.7493 2.0175
H -0.2592 1.7240 -0.0432
C -3.3027 -0.2884 1.5717
C -2.0715 -1.1750 1.4131
S -1.9245 -1.8130 -0.2828
H -3.6421 0.1023 0.6080
H -3.1181 0.5330 2.2599
H -4.1805 -0.8342 1.9287
H -1.1638 -0.6347 1.6696
H -2.1234 -2.0311 2.0801
H -0.6132 -2.0207 -0.2640

The value obtained for the HOMO-LUMO gap is 9.68 eV. The SMILES is Cc1ccccc1.CCS.

Which of them is most stable? Easy: ii.